1.
# C5H10O

A cluster of 2 separate species, C5H10O in total at a distorted geometry (ωB97M-V/def2-TZVPD, OMol25).

Positions of all 16 atoms, in Å:
O (-2.36, 0.79, -0.47)
C (-0.56, -1.50, -0.04)
C (1.17, 0.31, 0.85)
C (-1.45, 1.20, 0.22)
C (0.21, -0.21, -0.22)
C (0.78, 0.17, -1.36)
H (-1.51, -1.49, -0.59)
H (-0.77, 2.02, -0.07)
H (1.08, -0.56, -2.10)
H (0.06, -2.32, -0.41)
H (2.21, 0.14, 0.52)
H (-1.34, 0.92, 1.29)
H (-0.82, -1.68, 1.01)
H (1.20, 1.17, -1.42)
H (1.08, 1.38, 1.07)
H (1.01, -0.32, 1.71)

Output
* Kohn-Sham gap: 8.67 eV
* total charge: 0
* lowest unoccupied orbital energy: 0.044 eV
* E: -271.62206 Eh
* HOMO: -8.631 eV
* energy relative to the best compared isomer or geometry (same formula, charge and spin): 81.92 kcal per mole
* multiplicity: 1
* SMILES string: C=C(C)C.C=O

Atomic partial charges in e from the Löwdin method, atoms 1 to 2: number 1, O, carries -0.022; number 2, C, carries -0.060


2.
# C3H9CrO3

A structure of composition C3H9CrO3 at a distorted geometry (ωB97M-V/def2-TZVPD, OMol25).

Positions of all 16 atoms, in Å:
Cr (1.57, -0.03, -0.50)
O (2.91, 1.42, -0.11)
O (0.53, 1.62, -0.45)
O (-0.10, -0.96, -0.11)
C (-0.78, 1.38, 0.03)
C (-0.42, -2.35, -0.03)
C (-1.20, -0.06, 0.03)
H (3.30, 1.53, 0.76)
H (-0.53, -2.63, 1.02)
H (0.42, -2.89, -0.48)
H (-1.35, -2.54, -0.58)
H (-1.68, -0.30, 0.99)
H (-1.89, -0.26, -0.81)
H (-1.46, 1.93, -0.65)
H (-0.86, 1.78, 1.05)
H (1.52, 2.38, -0.16)

Output
* Kohn-Sham gap (spin up / spin down): 8.98 / 9.66 eV
* total charge: +1
* lowest unoccupied orbital energy (spin up / spin down): -4.812 / -4.785 eV
* E: -1389.56549 Eh
* HOMO (spin up / spin down): -13.796 / -14.442 eV
* energy relative to the best compared isomer or geometry (same formula, charge and spin): 39.88 kcal per mole
* multiplicity: 5

Atomic partial charges in e from the Löwdin method, atoms 1 to 2: number 1, Cr, carries 1.132; number 2, O, carries -0.371


3.
# C10H20AlF3NO2PtS

A structure of composition C10H20AlF3NO2PtS at a distorted geometry (ωB97M-V/def2-TZVPD, OMol25).

Positions of all 39 atoms, in Å:
Pt (-4.61, 2.37, -3.72)
S (3.08, -4.07, -0.90)
Al (-0.04, -0.42, 1.29)
F (-3.55, 1.89, -1.64)
F (-2.62, 0.11, -2.48)
F (-4.45, -0.07, -1.32)
O (-0.04, 1.93, -1.23)
O (-3.27, 0.07, 0.99)
N (2.09, 2.61, -1.08)
C (-3.28, 0.57, -1.40)
C (1.31, 1.12, 1.63)
C (2.08, -1.49, -0.75)
C (2.14, -2.72, -1.65)
C (-2.46, 0.47, -0.08)
C (0.77, 2.37, 0.95)
C (-1.36, -0.56, -0.23)
C (-0.93, -0.79, 3.01)
C (1.35, -1.81, 0.52)
C (0.88, 2.31, -0.56)
H (-1.52, 0.02, 3.42)
H (2.08, 2.87, -2.06)
H (3.09, -1.16, -0.51)
H (-1.81, -1.56, -0.21)
H (2.50, -2.48, -2.64)
H (1.36, 3.21, 1.34)
H (2.71, 3.19, -0.53)
H (-0.11, -1.04, 3.68)
H (1.62, -0.67, -1.33)
H (-3.94, 0.72, 1.20)
H (1.96, -1.89, 1.42)
H (-0.27, 2.59, 1.21)
H (-2.08, 1.48, 0.07)
H (4.18, -3.33, -0.70)
H (1.14, -3.15, -1.77)
H (2.28, 0.83, 1.22)
H (1.42, 1.23, 2.71)
H (-1.57, -1.64, 2.81)
H (0.63, -2.63, 0.44)
H (-0.79, -0.46, -1.15)

Output
* Kohn-Sham gap: 2.13 eV
* total charge: +1
* lowest unoccupied orbital energy: -7.887 eV
* E: -1657.29709 Eh
* HOMO: -10.021 eV
* energy relative to the best compared isomer or geometry (same formula, charge and spin): 0.00 kcal per mole
* multiplicity: 1

Atomic partial charges in e from the Löwdin method, atoms 1 to 2: number 1, Pt, carries 0.220; number 2, S, carries 0.770